Entry 1:
15
Properties=species:S:1:pos:R:3:forces:R:3 method="wB97M-V/def2-TZVPD" de_lowest_kj_mol=137.1 smiles="O=CCC1(O)CC1"
O 2.407 0.650 -0.786 -0.1352 -0.1362 0.5103
C 2.143 0.190 0.304 0.0590 0.1565 -0.2845
C 0.779 -0.268 0.749 -0.0293 0.0360 -0.0757
C -0.303 -0.180 -0.313 -0.0933 -0.0478 0.2976
O 0.090 -0.613 -1.579 0.1184 0.0707 -0.0897
C -1.690 -0.570 0.070 -0.0899 -0.1814 0.0532
C -1.374 0.875 -0.237 -0.0092 0.2075 -0.0323
H 2.946 0.067 1.060 -0.0651 0.0409 -0.0859
H 0.511 0.321 1.638 0.0370 -0.1038 -0.1136
H 0.892 -1.305 1.101 0.0336 0.1155 -0.0689
H 0.824 -0.032 -1.835 -0.0751 -0.1606 -0.0534
H -1.879 -0.856 1.102 0.0402 0.0767 -0.1787
H -2.241 -1.136 -0.674 0.0567 0.1183 0.0941
H -1.732 1.267 -1.184 0.0937 -0.0701 0.1409
H -1.372 1.589 0.584 0.0585 -0.1222 -0.1133


Entry 2:
11
Properties=species:S:1:pos:R:3:forces:R:3 method="wB97M-V/def2-TZVPD" de_lowest_kj_mol=73.7 smiles=Cc1cn[nH]n1
C -1.640 -0.366 0.030 -0.0482 -0.0116 0.0060
C -0.171 -0.092 0.008 -0.0094 -0.0146 0.0220
C 0.520 1.125 -0.139 -0.0121 0.0768 -0.0037
N 1.827 0.891 -0.096 -0.2437 -0.1672 0.0032
N 1.885 -0.415 0.069 0.3146 -0.0762 -0.0024
N 0.735 -1.059 0.141 -0.1032 0.2707 -0.0405
H -2.171 0.396 0.608 0.0859 -0.1178 -0.0616
H -2.066 -0.370 -0.979 0.1010 -0.0063 0.1259
H -1.827 -1.343 0.483 0.0137 0.1407 -0.0668
H 0.140 2.129 -0.264 0.0458 -0.1558 0.0162
H 2.768 -0.898 0.137 -0.1442 0.0614 0.0017


Entry 3:
33
Properties=species:S:1:pos:R:3:forces:R:3 method="wB97M-V/def2-TZVPD" de_lowest_kj_mol=203.3 smiles=O.O.O.O.O.O.O.O.O.O.O
O 2.686 -0.243 -1.951 0.9422 0.1003 0.2540
H 2.336 0.648 -2.008 -0.5476 -0.0677 -0.2187
H 2.026 -0.829 -1.587 -0.4470 0.0639 -0.0163
O 3.733 1.004 0.730 -0.5582 -0.0224 -0.4079
H 3.235 1.817 0.595 0.0692 0.3528 0.3743
H 3.459 0.525 -0.070 0.4105 -0.4312 0.0542
O 2.208 -1.594 2.391 -0.7091 -0.6549 -0.8814
H 2.801 -0.862 2.426 0.7611 0.8900 0.0142
H 2.000 -1.830 3.286 -0.0900 -0.1183 0.6856
O 1.467 3.746 1.291 -0.4922 -0.5218 -0.8625
H 2.213 4.307 1.501 0.0803 0.0142 0.5101
H 1.116 3.319 2.075 0.4962 0.5729 0.5630
O -3.662 -2.216 1.380 -0.0654 0.1424 0.3132
H -2.720 -2.122 1.216 0.0846 -0.0868 -0.1170
H -3.944 -2.985 0.880 0.0330 -0.0010 -0.1464
O -3.244 -1.525 -1.775 -0.4608 0.0136 -0.4080
H -2.495 -1.662 -1.198 0.4506 -0.1454 0.2773
H -3.206 -0.583 -1.950 -0.1552 0.0678 -0.1241
O -0.270 0.886 -2.992 0.9466 0.3149 -0.9142
H -1.010 1.269 -3.464 -0.2401 -0.0409 0.1827
H -0.530 0.616 -2.127 -0.6724 -0.3763 0.8189
O 0.670 -2.724 -4.123 0.2896 -0.1782 -0.3132
H -0.131 -3.108 -4.487 -0.1101 0.0188 0.0690
H 0.432 -2.388 -3.262 -0.2365 0.1731 0.2052
O -1.791 1.511 3.676 0.6717 0.5306 0.5954
H -1.334 1.415 2.831 -0.6949 -0.4533 0.0161
H -2.694 1.207 3.629 -0.1554 -0.2225 -0.4280
O -0.562 1.260 1.103 -0.1547 1.1654 0.0475
H -1.070 2.015 0.763 -0.2334 -0.3074 -0.1727
H 0.197 1.746 1.448 0.4776 -0.6130 -0.2051
O -0.875 -1.071 -0.370 0.4183 0.6124 0.5213
H -0.031 -1.315 0.032 0.0461 -0.4877 -0.0869
H -1.011 -0.232 0.112 -0.1547 -0.3043 -0.1995


Entry 4:
46
Properties=species:S:1:pos:R:3:forces:R:3 method="wB97M-V/def2-TZVPD" total_charge=+1 smiles="CC(=O)OC(=O)Cn1c(C[C@H](O)CN)n[n+]([C@H](Cl)[C@@H](C)Cl)c1CN"
C -5.302 -0.197 -0.040 0.5921 -1.5902 -0.3021
C -4.205 -1.052 0.858 -1.8879 1.4059 6.3152
O -4.269 -1.006 2.214 1.2243 -0.6936 -9.5352
O -3.233 -1.869 0.111 1.4762 3.5408 0.9682
C -1.955 -1.169 -0.091 5.2947 -4.0527 2.0972
O -0.832 -1.839 0.232 -7.5582 4.4904 -2.4222
C -1.816 0.368 -0.722 -0.9665 -0.6504 0.8153
N -0.359 0.747 -0.574 2.1363 0.7310 -0.5197
C 0.176 1.218 0.764 4.7713 -0.4592 -4.5040
C -0.548 1.441 2.223 -0.2561 0.2105 -1.0286
C -0.774 0.072 3.095 0.6633 -0.2336 1.3178
O -1.339 0.505 4.416 -0.7418 0.8566 -2.8482
C 0.622 -0.737 3.466 -0.9576 -0.4371 0.3906
N 0.172 -1.990 4.242 0.1571 0.1826 -1.3956
N 1.644 1.433 0.450 -5.0567 -0.9640 -0.0540
N 1.911 1.138 -0.888 -4.8682 -0.5381 -0.6512
C 3.362 1.299 -1.285 1.7707 -0.0953 1.6370
Cl 3.651 2.253 -2.848 -0.6845 -1.0722 1.5789
C 4.080 -0.183 -1.239 -0.6776 -0.9705 -0.8727
C 4.693 -0.690 -2.672 -0.0891 -1.2746 0.7523
Cl 5.352 -0.248 0.157 -1.4028 0.2784 -1.6971
C 0.688 0.700 -1.665 1.3129 1.2203 4.6949
C 0.632 0.264 -3.244 -0.1526 -0.5748 -1.7044
N -0.680 0.641 -3.947 0.8972 -0.7542 -0.3240
H -5.273 -0.648 -1.139 0.0470 1.2402 2.3087
H -5.017 0.944 -0.008 -0.7330 -2.3742 -0.0063
H -6.372 -0.438 0.388 2.3186 0.7931 -0.6252
H -2.441 1.143 -0.067 1.2841 -1.8174 -1.4870
H -2.219 0.356 -1.821 1.1429 0.1988 2.0320
H -1.628 1.905 2.022 2.3706 -0.8551 0.2775
H 0.097 2.256 2.800 -1.2841 -1.9887 -1.2749
H -1.551 -0.677 2.638 1.5568 1.5349 0.4064
H -2.167 1.057 4.193 1.7324 -1.3657 0.6433
H 1.257 -0.092 4.220 -1.1974 -1.1069 -1.7947
H 1.224 -1.069 2.514 -1.1304 1.1324 1.5906
H 0.901 -2.742 4.180 -0.9757 1.0858 -0.0274
H -0.710 -2.375 3.810 1.3906 0.4893 0.5341
H 3.873 1.931 -0.411 -1.5101 -1.3117 -2.0280
H 3.244 -0.960 -0.915 1.8247 1.7208 -0.6146
H 3.827 -0.637 -3.462 1.8546 0.1405 1.3824
H 4.941 -1.850 -2.541 -0.5237 2.5819 -0.2039
H 5.690 -0.173 -3.001 -2.2158 -0.6957 0.6492
H 1.487 0.752 -3.913 -1.3856 -0.8711 2.3634
H 0.754 -0.912 -3.404 -0.0472 2.5324 1.0890
H -0.496 1.362 -4.704 -0.3406 -1.3503 1.3728
H -1.091 -0.231 -4.396 0.8248 1.7306 0.7043


Entry 5:
15
Properties=species:S:1:pos:R:3:forces:R:3 method="wB97M-V/def2-TZVPD" de_lowest_kj_mol=40.3 smiles="CCC(=O)NC"
C -1.593 1.737 0.191 -0.3830 -0.7563 0.2729
C -0.798 0.634 0.879 0.6011 -0.3518 0.1045
C -0.218 -0.364 -0.107 0.5521 0.1250 0.5646
O -0.847 -0.910 -0.986 -0.1975 0.2117 -0.2498
N 1.130 -0.595 0.057 0.0944 -0.6513 -0.5793
C 1.749 -1.549 -0.854 -0.0428 -0.2219 0.1998
H -0.941 2.421 -0.335 0.0816 0.2413 -0.0053
H -2.215 2.244 0.925 0.1037 0.3005 -0.0811
H -2.256 1.263 -0.530 -0.0698 0.0868 -0.1204
H 0.041 1.025 1.458 -0.1104 0.2374 0.0268
H -1.383 0.043 1.584 -0.3846 0.1209 -0.0559
H 1.562 -0.562 0.963 -0.2927 0.4632 0.1515
H 2.746 -1.789 -0.504 0.2135 0.1278 0.0996
H 1.193 -2.491 -0.900 -0.0714 0.1918 -0.1663
H 1.830 -1.107 -1.842 -0.0942 -0.1252 -0.1613


no.,DFT total energy (Eh)
1,-345.75273
2,-281.56199
3,-840.80272
4,-2003.07045
5,-287.81710